No. 1
# C3H10OS2

A 2-piece molecular cluster, C3H10OS2 overall (ωB97M-V with the def2-TZVPD basis set, OMol25).

Structure (XYZ):
```
16
Properties=species:S:1:pos:R:3:forces:R:3
C 0.285315 0.817077 1.809999 1.789 1.433 1.439
C -1.158449 0.730464 2.029814 -1.480 2.323 3.014
C 0.633276 1.203172 0.364819 3.323 -0.972 0.151
S 0.464920 0.008955 -1.083876 -1.673 1.514 0.976
S 1.609876 -1.501612 -0.629921 2.812 -0.728 -0.516
H 0.833588 -0.143616 2.342795 -1.029 2.554 -1.814
H 0.587562 1.806202 2.365666 0.190 -1.971 -0.653
H -1.440497 -0.166155 1.699864 -1.876 -3.465 -1.828
H -1.399646 0.664512 3.120578 0.391 0.148 -0.531
H -1.844051 1.538514 1.681898 0.936 -0.521 -0.317
H 1.761698 1.460825 0.437146 -1.701 -0.325 -0.656
H 0.117601 2.086434 0.022802 -0.387 0.254 0.086
H 1.039739 -2.402808 0.133366 -1.301 -0.268 0.619
H -2.616191 0.228089 -1.750877 -1.254 1.278 2.542
H -3.427264 -0.625462 -0.890577 0.073 2.273 0.856
O -3.171267 0.366463 -0.871211 1.188 -3.527 -3.370
```
Forces are in eV/Å.

Output
**Relative energy (zero: lowest compared OMol25 entry of this formula, charge and spin)**: 161.2 kJ/mol
**Gap between HOMO and LUMO**: 9.5 eV
**SMILES string**: CCCSS.O

natural (NBO) population analysis, charges in e, atoms 1 to 8:
1. C -0.408
2. C -0.616
3. C -0.514
4. S 0.077
5. S -0.137
6. H 0.223
7. H 0.207
8. H 0.201


No. 2
# C2H12O3S

A 4-piece molecular cluster, C2H12O3S overall (ωB97M-V with the def2-TZVPD basis set, OMol25).

Structure (XYZ):
```
18
Properties=species:S:1:pos:R:3:forces:R:3
C 1.650059 1.142118 -0.579331 -0.068 1.626 -2.013
C 0.800810 1.122383 -1.891243 1.639 -1.432 0.590
S -0.791146 0.085616 -1.835624 1.653 0.946 -3.271
H 1.009964 1.377704 0.211545 -0.776 0.587 1.532
H 2.069164 0.197646 -0.394729 0.854 -1.139 0.201
H 2.440197 1.958662 -0.690240 -1.025 -1.229 0.108
H 1.498709 0.748935 -2.711042 -1.591 0.124 0.512
H 0.494196 2.119149 -2.136914 -0.662 0.608 -0.357
H -1.045815 -0.003283 -0.595225 -0.309 0.099 2.810
H -0.830030 -1.143419 3.153592 0.041 0.372 -1.872
H -0.329637 -1.446009 1.639191 -0.561 0.404 1.261
O -0.890326 -0.845565 2.197344 0.622 -0.868 0.549
H 1.469469 -2.741010 -0.168133 3.735 -3.960 -2.264
H 0.582605 -1.651612 -0.501237 0.288 -0.601 0.830
O 0.918175 -2.192955 0.246084 -3.956 4.411 1.401
H -2.643925 -0.193614 1.662096 -0.638 0.190 0.080
H -2.987459 1.131676 1.044501 -0.154 0.613 0.060
O -3.415010 0.333580 1.349366 0.907 -0.753 -0.157
```
Forces are in eV/Å.

Output
**⟨S²⟩**: 0.753
**Relative energy (zero: lowest compared OMol25 entry of this formula, charge and spin)**: 161.4 kJ/mol
**Charge**: +1
**2S+1**: 2
**Gap between HOMO and LUMO (alpha / beta)**: 9.9 / 4.4 eV

natural (NBO) population analysis, charges in e, atoms 1 to 8:
1. C -0.614
2. C -0.536
3. S 0.694
4. H 0.227
5. H 0.233
6. H 0.269
7. H 0.291
8. H 0.285


No. 3
# C9H14

A 2-piece molecular cluster, C9H14 overall (ωB97M-V with the def2-TZVPD basis set, OMol25).

Structure (XYZ):
```
23
Properties=species:S:1:pos:R:3:forces:R:3
C -1.740714 -1.668155 -2.289595 0.419 0.270 0.564
C 0.988695 0.223571 -0.410393 -0.084 -0.078 -0.306
C 1.398378 1.134870 -1.372208 0.343 0.274 -0.096
C 0.020786 -0.716036 -0.724910 -0.138 -0.232 -0.019
C -0.550694 -0.781636 -1.992560 -0.144 0.568 -0.166
C 0.866333 1.087539 -2.648329 -0.207 -0.439 -0.194
C -0.104721 0.135012 -2.942784 -0.051 -0.077 -0.215
H 1.429665 0.220921 0.570565 0.058 0.120 0.204
H 2.152061 1.882496 -1.158883 0.031 -0.069 0.172
H -0.316950 -1.413087 0.028813 0.009 -0.093 0.151
H 1.222178 1.744366 -3.437603 -0.095 0.042 0.222
H -1.891071 -1.794646 -3.357718 -0.055 -0.055 -0.027
H -2.613347 -1.181053 -1.845457 -0.126 -0.147 -0.211
H -0.541000 0.099940 -3.936931 0.062 0.039 0.027
H -1.632382 -2.635297 -1.800762 -0.029 -0.109 -0.122
C 0.927558 0.529759 3.458881 -0.239 -0.106 0.136
C -0.601445 0.369234 3.377248 0.275 0.301 -0.078
H 1.342019 0.363722 4.453777 -0.205 -0.087 0.058
H 1.406800 -0.183705 2.798718 0.305 0.068 -0.140
H 1.198448 1.547649 3.194738 0.249 -0.024 -0.265
H -0.909901 -0.310515 2.584085 0.076 -0.041 -0.002
H -1.014922 0.004150 4.308327 -0.194 -0.023 0.163
H -1.035784 1.340895 3.142972 -0.260 -0.100 0.142
```
Forces are in eV/Å.

Output
**Relative energy (zero: lowest compared OMol25 entry of this formula, charge and spin)**: 23.6 kJ/mol
**Gap between HOMO and LUMO**: 10.1 eV
**SMILES string**: Cc1ccccc1.CC

natural (NBO) population analysis, charges in e, atoms 1 to 8:
1. C -0.629
2. C -0.196
3. C -0.226
4. C -0.224
5. C -0.001
6. C -0.205
7. C -0.219
8. H 0.212


No. 4
# C3H8N2

One molecule with the formula C3H8N2 (ωB97M-V with the def2-TZVPD basis set, OMol25).

Structure (XYZ):
```
13
Properties=species:S:1:pos:R:3:forces:R:3
C 0.136488 -0.074696 -0.048397 -0.750 -0.040 -0.299
C -0.512839 0.692309 1.059161 0.337 0.239 0.386
C -1.322495 0.461515 -0.184121 1.004 -0.275 -0.120
N 1.189299 0.523471 -0.789514 0.203 1.618 -0.430
N 0.317046 -1.478146 0.085845 -1.021 -1.316 0.408
H 1.337495 0.081259 -1.690340 -0.046 0.011 0.225
H 2.060872 0.544117 -0.269707 -0.154 -0.057 -0.102
H 1.253044 -1.727830 0.387041 -0.119 0.185 -0.018
H 0.130508 -1.944985 -0.798013 0.099 0.021 0.211
H -0.144643 1.696746 1.248696 -0.066 -0.130 -0.069
H -0.800676 0.140389 1.947461 0.096 -0.010 -0.132
H -1.485506 1.308988 -0.839296 0.171 -0.099 0.010
H -2.158593 -0.223136 -0.108815 0.247 -0.148 -0.072
```
Forces are in eV/Å.

Output
**Relative energy (zero: lowest compared OMol25 entry of this formula, charge and spin)**: 181.5 kJ/mol
**Gap between HOMO and LUMO**: 9.7 eV
**SMILES string**: NC1(N)CC1

natural (NBO) population analysis, charges in e, atoms 1 to 8:
1. C 0.234
2. C -0.424
3. C -0.428
4. N -0.846
5. N -0.843
6. H 0.358
7. H 0.357
8. H 0.356


No. 5
# C27H39Co2O7Si4

C27H39Co2O7Si4 as an isolated structure (ωB97M-V with the def2-TZVPD basis set, OMol25).

Structure (XYZ):
```
79
Properties=species:S:1:pos:R:3:forces:R:3
C -2.591405 2.376806 -5.313653 0.046 0.054 0.275
Si -1.716132 0.758639 -4.996722 -0.131 0.265 -0.511
C -2.909025 -0.573503 -5.537253 0.059 -0.120 0.369
C -0.317373 0.686195 -6.230490 0.212 -0.046 0.252
Si -0.997219 0.559223 -2.786365 -0.355 -0.322 -0.061
Si 0.574567 2.144067 -2.094401 0.567 0.643 0.338
C 0.848444 3.395442 -3.452605 -0.117 -0.180 -0.239
C -0.092316 3.175232 -0.687307 -0.237 -0.298 0.036
C 2.283851 1.574256 -1.572339 -0.224 -0.306 -0.042
Si -2.854795 0.407549 -1.390610 -0.498 0.104 0.632
C -3.841469 1.991465 -1.370131 0.189 0.116 -0.229
C -4.057139 -0.934958 -1.879962 0.272 -0.042 -0.349
C -2.401304 0.042622 0.383083 0.363 0.038 -0.283
O -0.402159 -1.010204 -2.725019 1.001 -0.598 -0.161
C 0.899398 -1.312169 -2.358361 -0.042 -0.255 1.304
C 1.922281 -1.382924 -3.431908 -0.043 0.023 -0.523
C 1.204519 -1.565658 -1.083614 -0.451 0.254 -0.719
H -2.827125 2.468481 -6.370034 -0.065 0.031 -0.191
H -3.515558 2.425737 -4.745164 -0.190 0.131 0.074
H -1.960767 3.212009 -5.025029 0.019 0.259 0.010
H -3.117188 -0.472231 -6.599508 0.008 0.038 -0.175
H -2.484476 -1.557355 -5.355088 -0.063 -0.212 0.004
H -3.846731 -0.489502 -4.996322 -0.179 -0.111 0.056
H -0.706788 0.832144 -7.234338 -0.063 0.002 -0.183
H 0.413471 1.462714 -6.027007 0.221 0.110 -0.054
H 0.175801 -0.280634 -6.183403 0.177 -0.141 -0.078
H 1.538815 4.164123 -3.118402 0.136 0.143 0.085
H 1.263470 2.920578 -4.335692 0.089 0.017 -0.276
H -0.089369 3.872112 -3.722168 -0.138 0.144 -0.145
H 0.614944 3.958964 -0.431610 0.156 0.122 0.029
H -1.028782 3.642094 -0.978074 -0.202 0.130 0.059
H -0.264975 2.565111 0.194081 -0.077 -0.003 0.233
H 2.870965 2.443449 -1.288755 0.044 0.257 0.032
H 2.248939 0.892599 -0.726106 0.048 -0.026 0.051
H 2.797167 1.078422 -2.390729 0.143 -0.136 -0.091
H -4.648139 1.915313 -0.646935 -0.151 -0.003 0.121
H -3.208308 2.830225 -1.098217 0.002 0.251 0.062
H -4.268533 2.182309 -2.350435 -0.143 0.162 -0.156
H -4.845343 -1.011612 -1.135264 -0.074 0.002 0.151
H -4.513216 -0.707564 -2.838786 -0.138 -0.088 -0.178
H -3.546154 -1.891673 -1.951044 -0.039 -0.200 -0.046
H -3.297045 0.051555 0.997870 -0.138 -0.032 0.106
H -1.935733 -0.936221 0.456944 0.089 -0.150 0.179
H -1.710621 0.788812 0.764085 0.137 0.055 0.214
H 2.935711 -1.328240 -3.029880 -0.171 -0.043 0.046
H 1.819721 -2.317035 -3.983643 -0.009 -0.045 -0.162
H 1.782866 -0.565604 -4.139135 0.041 0.100 -0.138
H 2.200066 -1.819561 -0.779646 0.335 -0.040 0.009
H 0.458013 -1.486754 -0.322537 -0.369 -0.084 0.382
O 0.844721 1.999463 6.466625 0.087 1.107 -0.075
C 0.811531 0.879431 6.671607 -0.233 -0.212 0.498
Co 0.749962 -0.895453 6.877940 -0.644 -0.280 -0.291
C 2.444912 -1.537313 6.943304 -0.643 0.112 0.991
O 3.511707 -1.934087 6.951485 0.370 -0.123 -0.278
C -0.116761 -1.375000 8.415857 1.014 -0.168 -1.678
O -0.655694 -1.654612 9.374879 -0.394 0.034 0.617
C -0.662653 -1.534023 5.526580 1.979 -0.579 -0.722
C 0.642105 -1.498302 4.890132 -2.590 1.932 -1.921
C 1.000811 -0.296140 4.110740 -1.620 -3.915 3.904
C 2.086192 -0.259729 3.257784 2.899 0.106 -1.951
C 2.672464 0.971956 2.853783 -0.597 -1.071 0.493
C 3.811140 0.977891 2.091154 0.539 -0.036 -0.350
C 4.396641 -0.213631 1.671606 -0.073 0.198 0.124
C 3.851619 -1.428949 2.062685 0.460 0.194 -0.319
C 2.733037 -1.459457 2.847107 -0.833 0.480 0.440
Co -0.113817 -3.421169 5.051986 1.449 1.129 0.162
C -0.650101 -4.204329 6.616455 0.546 0.740 -1.600
O -0.982397 -4.686619 7.592078 -0.271 -0.308 0.681
C -1.152183 -3.649346 3.593993 0.681 -0.002 1.171
O -1.808235 -3.756498 2.666881 -0.496 -0.049 -0.704
C 1.542424 -4.049649 4.650095 -1.760 -0.398 0.487
O 2.586024 -4.405140 4.362295 0.925 -0.119 -0.178
H -1.467041 -1.231177 4.850794 -0.291 0.619 1.002
H 0.522473 0.631064 4.376946 -0.387 0.122 -0.217
H 2.267128 1.891886 3.234454 -0.245 0.278 0.017
H 4.289550 1.917183 1.854270 0.003 0.107 -0.134
H 5.298314 -0.188996 1.084007 0.185 0.019 -0.155
H 4.334335 -2.353296 1.782518 0.031 -0.111 -0.065
H 2.353970 -2.410802 3.187588 -0.141 0.222 -0.071
```
Forces are in eV/Å.

Output
**Relative energy (zero: lowest compared OMol25 entry of this formula, charge and spin)**: 120.6 kJ/mol
**Charge**: -1
**Gap between HOMO and LUMO**: 5.2 eV

Mulliken population analysis, charges in e, atoms 1 to 8:
1. C -1.125
2. Si 0.579
3. C -1.204
4. C -1.137
5. Si 0.101
6. Si 0.832
7. C -1.157
8. C -1.118


No. 6
# C9H16Si

One molecule with the formula C9H16Si (ωB97M-V with the def2-TZVPD basis set, OMol25).

Structure (XYZ):
```
26
Properties=species:S:1:pos:R:3:forces:R:3
C 2.403575 0.076877 0.189243 0.843 -2.890 1.959
C 2.118677 -1.221552 -0.738911 -0.353 2.306 0.179
C -1.535002 2.078241 -0.343509 -0.721 -0.601 -2.123
C -0.253405 1.917279 -1.175215 -0.461 0.111 3.298
C -0.094727 0.776885 1.185530 2.337 -2.382 -1.091
C 1.130763 -0.293398 1.037602 -1.314 0.789 -0.618
C 0.874931 -1.395072 0.045966 -4.226 -1.677 0.469
C -1.050603 -0.486156 -0.686163 1.980 -1.738 3.441
C -0.728439 0.813049 -0.151417 0.613 2.866 -1.106
Si -2.289953 -1.520184 0.248846 2.427 -1.753 -0.038
H 3.360893 -0.132768 0.763877 -1.073 0.555 -0.641
H 2.351874 1.084981 -0.053763 0.176 1.608 -1.409
H 1.973799 -1.218912 -1.804345 0.195 0.601 -0.585
H 2.849360 -1.964295 -0.527660 0.603 -0.725 0.276
H -1.456096 2.695696 0.546458 -0.447 0.378 -0.528
H -2.450009 2.090723 -1.008990 0.807 -0.007 1.468
H -0.356901 1.527613 -2.126827 -0.330 -0.215 -1.948
H 0.511061 2.678163 -1.028764 0.189 -0.576 0.181
H -0.764216 0.406646 1.925148 -0.641 -0.548 0.669
H 0.212698 1.729048 1.516094 0.669 1.218 0.313
H 1.188208 -0.723377 1.998090 1.039 -0.263 1.395
H 0.621370 -2.490576 0.363748 0.083 2.111 -0.397
H -0.909936 -0.692800 -1.679713 -0.064 -0.261 -2.504
H -2.201181 -1.690937 1.737206 0.339 0.400 -0.277
H -1.890127 -2.879642 -0.278698 -0.693 0.218 0.140
H -3.616603 -1.165537 0.046166 -1.976 0.473 -0.524
```
Forces are in eV/Å.

Output
**Relative energy (zero: lowest compared OMol25 entry of this formula, charge and spin)**: 409.3 kJ/mol
**Gap between HOMO and LUMO**: 9.0 eV

natural (NBO) population analysis, charges in e, atoms 1 to 8:
1. C -0.391
2. C -0.463
3. C -0.412
4. C -0.423
5. C -0.376
6. C -0.273
7. C -0.083
8. C -0.582